The following is a DFT calculation (the ωB97M-V functional and the def2-TZVPD basis) of a structure of composition C62H62F9N2O5S2 at a distorted geometry.

XYZ file:
```
142
Properties=species:S:1:pos:R:3:lowdin_charge:R:1
H 9.533 -0.444 -8.635 0.10
H -3.377 -0.010 -0.202 0.10
H -4.802 3.457 1.592 0.12
H 8.804 -3.114 -11.900 0.08
H -5.127 9.659 9.386 0.11
C -11.276 -0.704 4.697 -0.10
H -2.643 7.979 6.351 0.10
C -1.538 -0.194 5.959 -0.01
O 3.453 -1.370 -1.280 -0.34
C -4.218 6.420 8.922 -0.09
C 1.973 -6.073 -7.872 -0.11
C -3.832 3.475 3.520 -0.07
F -7.214 -1.118 5.039 0.03
C -0.548 -1.083 5.566 -0.07
H -10.853 0.723 3.151 0.10
H -5.909 0.302 4.238 0.09
C -0.124 6.714 5.362 -0.02
H -1.345 -2.290 -0.095 0.11
H -8.918 -2.412 6.444 0.10
H 13.290 -2.224 -14.592 0.10
C 11.528 -3.359 -14.161 -0.02
O 2.488 1.633 -4.499 -0.35
C 0.956 -4.907 -5.598 -0.28
H -2.033 -0.885 -2.662 0.11
H -1.060 -0.171 1.569 0.05
H 2.963 -4.718 -4.916 0.11
N 2.031 -0.392 -3.203 -0.32
O 6.074 0.171 -6.191 -0.09
H 0.849 -1.465 -0.703 0.09
C -1.594 0.191 7.283 -0.28
C 8.911 -1.185 -9.121 -0.08
S 3.153 0.520 -3.856 0.48
H -2.860 -2.282 -1.002 0.11
H -12.349 -0.595 4.611 0.10
H -4.352 1.182 5.952 0.09
C -6.602 -2.912 8.523 -0.27
H -2.939 5.723 7.345 0.10
F -7.484 -3.447 7.648 0.04
H -3.033 -1.112 1.091 0.10
C 1.012 -2.127 -1.553 -0.25
C -8.554 -0.977 4.914 -0.27
C 0.277 -1.179 7.821 -0.09
C -4.835 7.522 9.497 -0.09
H 13.795 -5.498 -11.885 0.10
H -5.456 7.400 10.374 0.10
C 3.926 -0.373 -5.201 -0.17
C 2.830 -5.655 -6.861 -0.08
H -11.392 -2.161 6.270 0.10
C 7.723 -1.579 -8.523 -0.01
C 11.017 -4.424 -13.447 -0.30
C 13.160 -4.897 -12.520 -0.08
C -0.094 8.844 4.244 -0.09
C -5.324 1.188 4.046 -0.01
H 7.398 -1.156 -7.576 0.10
H -3.260 4.361 3.312 0.08
C -4.804 -1.819 10.291 -0.09
C 0.602 -5.898 -7.735 -0.10
H -3.031 3.214 5.493 0.09
H -0.067 -6.218 -8.524 0.10
H -4.095 -1.391 10.987 0.10
H 4.529 -1.210 -4.867 0.11
H 6.686 -3.844 -10.818 0.12
C -5.503 -2.969 10.633 -0.09
C -4.660 8.786 8.950 -0.02
H 0.029 -1.833 -3.467 0.09
H 1.126 -2.272 6.184 0.10
H -2.256 0.195 5.250 0.10
C 2.320 -5.063 -5.716 0.00
C -9.365 -1.730 5.735 -0.01
H 1.253 8.288 5.819 0.11
C 8.504 -2.688 -10.953 -0.09
H -1.563 9.116 2.705 0.11
H -0.691 -3.085 -2.449 0.10
H -4.469 -0.324 8.787 0.09
C 4.895 0.636 -5.803 -0.36
H -0.982 -5.173 -6.457 0.11
C -3.870 8.920 7.825 -0.28
H 3.899 -5.789 -6.965 0.10
C 11.810 -5.198 -12.625 -0.01
H 4.902 1.604 -7.478 0.07
H 10.228 -1.421 -10.801 0.09
H 14.747 -3.594 -13.140 0.10
C -0.703 -0.283 8.223 -0.02
F -2.555 1.062 7.677 0.03
F -3.701 10.145 7.288 0.05
H 10.874 -2.776 -14.797 0.12
C -0.248 -2.089 -2.450 -0.24
C -5.432 1.842 2.837 -0.28
C 0.083 -5.313 -6.588 -0.02
C 7.319 -3.096 -10.357 -0.02
H -6.088 -1.328 7.186 0.10
F 5.800 -2.929 -8.578 0.07
O 2.978 -2.767 -3.172 -0.35
C -1.703 7.176 3.598 -0.02
H -0.485 -1.390 4.531 0.11
H -0.780 0.046 9.251 0.11
C -5.012 -1.221 9.055 -0.07
H 11.372 -6.020 -12.075 0.12
C 12.877 -3.060 -14.044 -0.09
C -1.177 6.334 4.556 -0.29
C -6.415 -3.522 9.745 -0.02
N -1.577 0.305 0.846 0.00
C -3.708 2.830 4.743 -0.09
F -1.711 5.105 4.716 0.04
F 0.481 -4.336 -4.481 0.07
H -2.528 6.843 2.981 0.12
H -8.386 0.485 3.363 0.11
C -10.436 0.039 3.878 -0.08
C -1.281 -1.108 -1.903 -0.22
H -4.355 5.437 9.353 0.10
C -4.452 1.688 5.002 -0.09
C -9.059 -0.090 3.986 -0.01
C 0.422 7.979 5.199 -0.08
C 13.694 -3.828 -13.227 -0.10
F -6.278 1.356 1.902 0.05
H -0.956 0.712 0.164 0.05
O 4.243 0.934 -3.008 -0.32
H -0.758 -0.179 -1.674 0.10
H -5.338 -3.438 11.594 0.10
C 6.947 -2.534 -9.151 -0.28
C 9.302 -1.735 -10.335 -0.10
H 0.259 6.027 6.106 0.12
C -3.251 7.837 7.236 0.00
H 2.372 -6.531 -8.768 0.09
C -2.569 -0.583 0.255 -0.30
C -4.698 2.976 2.556 -0.01
H 6.005 0.591 -8.002 0.09
C -5.916 -1.771 8.158 0.00
C -10.740 -1.585 5.627 -0.08
C -2.018 -1.662 -0.686 -0.21
C -3.425 6.579 7.794 -0.07
H 3.237 -0.614 -5.999 0.11
H 0.980 -1.565 8.547 0.10
H -6.975 -4.414 9.993 0.12
C 5.096 0.485 -7.403 -0.02
C 0.357 -1.577 6.494 -0.09
F 9.706 -4.716 -13.556 0.05
S 2.529 -1.654 -2.352 0.50
H 0.332 9.830 4.122 0.10
C -1.157 8.442 3.447 -0.08
H 4.866 1.652 -5.428 0.13
H 1.174 -3.119 -1.141 0.10
```

Properties
Gap between HOMO and LUMO: 7.648 eV
HOMO: -5.87 eV
Charge: -1



The following is a DFT calculation (the ωB97M-V functional and the def2-TZVPD basis) of a structure of composition C62H68AsCoGeO2P at a distorted geometry.

XYZ file:
```
136
Properties=species:S:1:pos:R:3:lowdin_charge:R:1
H 4.862 -2.401 -0.008 0.03
H 3.718 -1.343 -8.216 0.09
C 0.999 -0.353 -1.553 -0.26
H 0.018 -6.982 -1.584 0.09
C 2.563 -0.314 2.018 -0.36
H -0.494 2.877 -4.086 0.09
H -0.598 2.791 4.057 0.08
H -2.968 3.126 -3.957 0.07
C 2.552 1.837 3.120 -0.12
H 7.481 1.783 1.716 0.10
H 2.672 0.749 -7.404 0.09
H 11.499 -0.469 -0.071 0.09
C -2.616 0.651 -0.822 -0.10
H 2.622 1.828 5.268 0.09
Ge 0.580 -1.351 -3.237 1.07
C 5.549 -0.625 1.030 -0.41
C -1.446 2.214 0.287 -0.07
C 2.432 -0.617 -1.028 -0.48
H -1.197 -0.008 3.413 0.06
C -3.861 -0.627 1.013 -0.51
C -3.907 -1.116 -4.942 -0.11
H -0.492 1.236 -3.420 0.04
H -2.142 -1.904 -2.158 0.10
C 2.622 -0.913 3.279 -0.12
H -0.676 4.306 -1.333 0.07
H -3.145 0.166 -1.622 0.07
C -1.554 -0.723 -5.257 -0.11
H 3.787 -2.121 -1.890 0.09
C 10.616 0.022 0.324 -0.11
C 4.796 3.862 -0.180 -0.09
C 2.649 -0.157 4.439 -0.10
H -2.443 4.403 -1.289 0.08
H -2.509 -1.446 2.526 0.05
H 4.607 -0.831 -3.723 0.10
H 6.347 4.259 -3.156 0.09
H -0.711 3.588 2.489 0.07
C 1.809 -0.171 -5.669 -0.14
H 11.710 1.109 1.823 0.09
H -3.046 -0.380 -6.764 0.09
H 2.628 -1.996 3.340 0.10
H 9.269 -0.926 -1.053 0.08
C -0.586 -5.462 -2.980 -0.11
H -4.924 -1.090 -5.317 0.09
Co -0.519 -0.024 -0.137 0.47
C 6.372 2.473 -1.971 -0.15
C -2.036 1.853 2.737 -0.51
C -4.969 -0.077 1.925 -0.06
H -5.110 -0.456 -0.775 0.09
H -3.184 3.670 2.432 0.08
H -2.935 0.117 3.740 0.05
H 4.858 2.108 1.025 0.07
C -0.477 2.289 -3.159 -0.04
C 2.549 -0.171 -6.841 -0.11
C 1.212 -3.812 -1.684 -0.09
H 1.363 0.751 -5.313 0.10
C 3.419 -1.107 -2.010 -0.16
H -4.469 -1.861 -3.011 0.09
O -0.052 -0.515 1.750 -0.35
C 3.551 1.004 -3.205 -0.13
C -4.593 -1.228 -0.200 -0.08
H 2.477 1.573 1.004 0.08
C 3.136 -1.343 -7.302 -0.12
C 9.601 1.541 1.878 -0.10
C -3.107 -1.786 1.686 -0.04
H -1.568 4.722 -2.803 0.07
H 2.680 -0.649 5.405 0.09
H -4.163 2.317 2.997 0.05
H -5.446 0.785 1.451 0.08
C 1.058 -5.127 -1.272 -0.09
H -3.802 -2.565 2.028 0.08
C -1.765 1.770 -1.013 -0.24
C -1.588 4.105 -1.899 -0.07
H -1.017 -3.774 -4.212 0.10
H -4.599 0.230 2.899 0.04
C -1.999 0.669 3.713 -0.06
C 9.370 -0.233 -0.224 -0.14
H 6.981 1.917 -2.677 0.09
H -3.897 -1.753 -0.857 0.06
C 2.527 1.074 1.959 -0.11
C -3.648 -1.547 -3.648 -0.10
H 6.349 -0.995 1.679 0.06
H -2.410 -2.224 0.968 0.08
C 2.972 -2.517 -6.576 -0.11
H 3.427 -3.436 -6.930 0.09
C 6.014 3.781 -2.243 -0.10
C 8.216 0.378 0.270 -0.40
C 4.525 -1.753 0.807 -0.42
H 5.090 0.214 1.553 0.04
H 0.454 2.497 -2.633 0.06
H 0.120 2.018 2.630 0.06
As 6.499 -0.033 -0.607 1.31
C 1.628 -1.346 -4.935 -0.27
O 0.220 -1.383 0.668 -0.47
H -3.844 2.618 -2.496 0.09
H 4.527 -2.389 1.698 0.04
H -1.802 1.030 4.729 0.07
P 2.617 -1.509 0.617 1.11
H 9.694 2.241 2.700 0.10
H 1.894 -3.179 -1.141 0.03
C 5.949 1.832 -0.806 -0.40
C 2.221 -2.513 -5.409 -0.10
C -1.681 2.621 -2.279 -0.53
C -2.347 -1.566 -3.168 -0.14
H -3.086 3.155 4.131 0.07
C 5.200 4.477 -1.355 -0.10
C 5.183 2.558 0.098 -0.11
C -0.722 2.615 2.984 -0.07
H -0.742 -0.399 -5.898 0.08
H -5.733 -0.845 2.091 0.07
C 8.359 1.281 1.326 -0.10
C -3.193 2.803 3.097 -0.06
H 2.533 2.654 -2.373 0.10
C 2.674 1.578 -2.363 -0.08
C -2.852 -0.708 -5.748 -0.11
H 1.627 1.430 -0.513 0.09
H 2.085 -3.437 -4.855 0.09
C 3.906 -0.376 -3.031 -0.15
C 2.616 1.230 4.364 -0.12
H -3.020 1.418 -3.507 0.06
H 1.633 -5.492 -0.429 0.10
H -1.305 -6.099 -3.484 0.09
H 4.879 5.486 -1.583 0.09
C 1.946 0.814 -1.347 -0.28
C 0.154 -5.958 -1.915 -0.12
C -2.886 0.462 0.562 -0.15
C -0.427 -4.143 -3.382 -0.12
C -2.960 2.432 -3.109 -0.05
H 2.518 2.919 3.048 0.10
H 4.166 4.395 0.521 0.10
H 4.060 1.594 -3.960 0.10
H -5.337 -1.951 0.147 0.08
C -1.274 -1.147 -3.958 -0.27
C 10.739 0.910 1.386 -0.11
C 0.465 -3.286 -2.733 -0.24
H -0.868 3.102 0.496 0.09
C -2.138 1.453 1.265 -0.17
```

Properties
Spin multiplicity: 2
Gap between HOMO and LUMO (alpha / beta): 4.351 / 4.493 eV
<S²>: 0.95
HOMO (alpha / beta): -0.49 / -0.64 eV
Charge: -2



The following is a DFT calculation (the ωB97M-V functional and the def2-TZVPD basis) of a cluster of 16 separate species, C62H93O47 in total at a distorted geometry.

XYZ file:
```
202
Properties=species:S:1:pos:R:3:lowdin_charge:R:1
O 2.130 -7.031 -5.373 0.11
C 0.975 6.785 2.689 -0.33
O -6.209 3.088 0.909 0.10
O -3.966 -3.429 1.733 0.12
O -0.285 7.654 0.972 0.10
O 0.257 -5.708 0.764 0.05
O -3.311 -1.348 4.864 0.11
C 1.616 2.030 2.493 -0.32
C 2.433 6.547 3.164 0.02
C 1.379 -5.244 -4.114 -0.15
H -1.880 4.076 -2.176 0.08
C 2.576 -1.433 -4.964 -0.54
C -2.577 6.483 4.180 0.00
H 6.117 -0.455 -1.928 0.10
H -1.001 4.510 4.103 0.13
O -1.331 -3.679 -2.728 0.06
H 0.499 -4.493 -0.919 0.12
C 3.026 -4.300 -0.933 0.00
C -5.202 3.665 0.433 -0.51
O 4.006 7.106 -4.400 0.13
C 1.366 -6.312 1.277 -0.50
O 5.737 1.299 -0.068 0.05
H 2.588 1.419 -4.759 0.14
C 0.636 8.085 2.006 -0.05
H -2.233 0.312 4.362 0.14
O 2.104 6.121 -5.071 0.09
H -1.824 7.092 3.680 0.07
H -0.291 -2.528 3.198 0.09
H 0.329 -4.999 -4.278 0.13
H -0.046 -2.441 -3.810 0.13
O -2.061 -8.844 -2.291 0.08
H -0.483 -5.166 3.610 0.07
C -5.538 -1.404 -0.522 -0.32
O -5.077 4.976 0.175 0.08
O -3.091 -10.747 -1.823 0.16
C 2.693 1.333 3.278 -0.11
H 2.091 3.004 -1.950 0.07
H 0.740 -2.423 4.564 0.10
O -4.077 3.059 0.088 0.08
O -3.570 -3.283 6.063 0.14
H 0.236 -5.815 6.689 0.14
H -4.248 5.262 -1.641 0.14
C 2.135 -4.376 0.327 -0.34
C 6.030 0.908 1.222 -0.50
H 4.752 3.998 0.459 0.08
O -0.553 5.677 -0.170 0.09
H -4.263 -6.698 0.854 0.10
H -4.949 -1.365 -1.438 0.13
H 2.661 3.759 1.622 0.08
C -5.072 -0.439 0.548 -0.09
H 0.257 -5.566 -6.718 0.09
O -3.759 -8.780 -0.885 0.07
H 1.096 4.395 -5.529 0.14
H -7.312 -0.410 -1.497 0.09
C 1.820 0.646 -4.784 -0.32
H 0.630 -0.999 3.629 0.07
H 5.517 6.186 -2.354 0.13
C 0.030 -1.839 3.980 -0.02
O 0.789 2.954 5.713 0.10
C 1.253 -5.131 -6.631 -0.02
C 3.146 6.240 -4.257 -0.57
H -2.065 -6.857 -2.588 0.12
O -3.464 -4.666 -2.725 0.13
C -0.170 6.355 0.806 -0.52
C 1.973 2.958 1.352 -0.01
O 2.200 -0.384 -5.667 0.12
O 1.512 -6.386 -3.399 0.07
H 3.413 -0.462 0.838 0.11
O 1.311 -7.403 1.841 0.12
H 4.446 4.179 -1.299 0.08
H 3.724 0.987 -0.794 0.12
H -1.355 -7.278 -1.017 0.13
O 0.685 5.812 1.718 0.05
H 4.518 -1.042 -2.215 0.08
C 0.667 -4.458 0.157 -0.07
H -0.778 -4.422 6.114 0.11
H 2.957 -5.238 -1.484 0.08
H 5.017 0.555 -2.790 0.08
H 2.400 0.580 -2.740 0.11
H 2.744 7.095 4.054 0.09
O -5.236 -2.655 0.026 0.11
C 1.308 5.056 -4.689 -0.11
H -1.229 3.925 2.532 0.12
H 1.879 -4.381 -3.674 0.12
C -2.771 -6.228 6.982 -0.59
H -3.053 0.210 -3.130 0.09
H 2.542 5.526 3.529 0.08
H 2.701 3.480 -4.267 0.13
O 0.892 2.821 3.390 0.04
H 6.082 4.217 -0.736 0.10
O 4.497 7.734 -1.463 0.10
H -7.557 -2.133 -1.141 0.09
C -2.069 -1.686 -3.503 -0.35
C -1.303 -6.348 5.283 -0.25
C 0.601 -0.160 -0.240 -0.81
C -3.081 3.968 -0.363 -0.31
H -4.232 -7.001 -1.692 0.15
C -2.199 -0.345 -2.743 0.01
O 2.335 1.583 4.590 0.07
H 0.556 3.202 -2.785 0.07
C 1.712 -7.450 -4.180 -0.52
H -3.497 6.134 -0.267 0.14
H -5.902 0.090 1.016 0.14
H 6.438 7.261 -1.225 0.15
O -1.599 -2.575 5.326 0.05
H 0.905 1.259 2.197 0.13
H -2.101 -4.832 3.975 0.08
H 1.712 -5.437 -7.570 0.08
H 0.180 -3.609 0.637 0.12
H -2.739 5.655 2.246 0.14
O 5.308 -0.190 1.589 0.06
C -2.893 -2.483 5.409 -0.57
H 2.401 -3.466 0.865 0.14
H -2.479 6.261 5.242 0.11
H -1.254 0.197 -2.700 0.06
O -2.576 3.040 3.862 0.13
O 6.804 1.494 1.974 0.11
H 0.655 1.651 -6.253 0.09
O 3.009 -2.487 -5.451 0.11
H -1.700 -6.342 3.077 0.08
H 3.083 6.754 2.314 0.07
H -1.708 2.541 -1.378 0.07
H -1.421 0.145 0.321 0.07
C 1.302 2.476 4.678 -0.43
O 2.454 -5.538 1.036 0.09
H 2.502 2.454 0.543 0.06
C -7.019 -1.233 -0.846 -0.01
C 5.036 5.972 -0.255 -0.31
O 3.122 5.324 -3.324 0.10
C -2.140 -7.526 -1.731 -0.10
H 1.178 -4.046 -6.703 0.07
H 1.086 3.314 0.828 0.08
C 4.447 -0.515 0.497 -0.10
H 4.064 -4.095 -0.670 0.08
C 4.665 0.461 -0.630 -0.28
C -1.793 4.189 3.426 -0.08
H 4.586 -1.546 0.173 0.13
O -4.736 2.640 4.120 0.14
O 2.485 8.216 -0.676 0.13
O -1.623 -5.716 7.421 0.08
H 3.082 -5.287 -5.426 0.15
C 2.054 -5.648 -5.426 -0.32
H -0.761 -0.724 5.739 0.17
C -2.408 3.358 -1.549 -0.02
C 5.483 6.781 -1.441 -0.10
H -0.708 -7.261 5.265 0.15
C -1.041 -1.334 4.880 -0.28
C 3.463 7.490 -0.734 -0.59
O 1.295 -1.122 -0.607 -0.04
C -3.815 3.392 3.875 -0.63
O -4.001 4.682 3.623 0.11
H -3.173 2.982 -2.228 0.09
C 0.510 1.193 -5.275 0.00
C 5.074 -0.142 -1.954 -0.01
H 2.905 -3.390 -1.521 0.07
C -3.329 -6.708 0.293 -0.01
O -3.110 -2.506 -3.210 0.11
H -3.071 -5.666 0.107 0.08
O 3.690 6.412 0.007 0.09
H 0.075 1.996 -4.679 0.08
C 2.196 4.290 -3.741 -0.28
O -3.740 -6.467 7.688 0.12
O 1.553 -8.635 -3.871 0.13
H 0.508 5.515 -4.108 0.15
C -2.736 5.290 3.273 -0.32
C -0.556 -0.442 0.630 -0.02
C -3.465 -7.402 -1.029 -0.36
H -2.581 -7.349 0.760 0.09
H -7.541 -1.034 0.090 0.08
H -0.189 0.360 -5.347 0.09
C -3.070 -9.562 -1.767 -0.55
H 3.708 1.680 3.085 0.14
H 0.816 -0.039 -2.925 0.10
O -2.648 -6.587 5.736 0.11
H 0.207 8.821 2.686 0.14
C -2.704 -3.689 -2.773 -0.46
H 5.670 6.161 0.611 0.16
C -2.239 -0.762 4.177 -0.09
H -2.347 -0.584 -1.690 0.08
C 1.779 0.012 -3.433 -0.11
H 1.564 8.375 1.515 0.12
C -3.959 5.202 -0.591 -0.11
O 2.409 -1.226 -3.660 0.07
C 1.485 3.707 -2.521 0.00
H -2.252 -1.093 3.138 0.12
H 2.569 0.260 3.134 0.13
H 0.262 6.525 3.471 0.13
H -1.989 -1.490 -4.572 0.15
H -4.364 0.272 0.123 0.12
C -1.410 -5.670 3.884 0.01
H -2.365 4.183 0.430 0.12
H -3.519 7.032 4.185 0.09
H -0.407 -1.879 -2.223 0.11
H -0.925 -1.462 0.517 0.07
O 0.758 1.017 -0.604 -0.05
C 5.065 4.494 -0.460 -0.02
H 1.263 4.515 -1.823 0.09
O -4.447 -1.236 1.516 0.09
C -0.847 -2.401 -3.072 -0.11
C -0.758 -5.474 6.398 -0.14
C -4.512 -2.502 1.139 -0.54
H -0.253 -0.358 1.674 0.05
```

Properties
Gap between HOMO and LUMO: 8.793 eV
HOMO: -7.69 eV
Charge: -1



Number 1 is which compound? C62H62F9N2O5S2



What is the charge in the third record? -1



Which formula does entry 3 have? C62H93O47



What is the formula in the second record? C62H68AsCoGeO2P